1.
C10H9N2O5SeTl | ωB97M-V with the def2-TZVPD basis set

```
28
Properties=species:S:1:pos:R:3:forces:R:3:lowdin_charge:R:1
Tl 1.1688 -0.0122 -0.9727 0.83 -0.78 -0.37 0.81
Se -2.0088 -2.2638 0.6261 -0.36 0.02 0.85 0.97
O -1.9386 -1.8584 -2.8323 1.79 1.45 1.91 0.10
O -1.9151 1.3664 1.0293 1.54 0.98 -1.29 0.07
O 1.5107 2.4545 -3.7521 -0.67 -1.65 2.20 0.14
O 1.1062 2.3726 1.9336 -0.39 -1.20 -2.16 0.13
O 1.2962 -1.9788 2.1757 -0.78 0.99 -1.38 0.12
N -1.9704 -4.4941 2.3701 0.50 0.61 0.48 -0.11
N -1.6492 -2.6696 3.5288 0.38 -1.11 -0.34 -0.09
C -1.1543 1.9166 0.3003 -2.35 -0.64 0.59 -0.11
C -1.6678 -4.8800 3.6606 -0.33 0.18 -1.57 0.05
C -1.2634 -1.3035 -2.0948 -2.04 -1.46 -2.37 -0.13
C 0.8204 -1.3504 1.3553 0.84 -1.36 2.26 -0.17
C 0.9590 1.8110 0.9385 0.81 1.57 2.58 -0.16
C -1.5122 -1.2866 3.9294 -0.11 0.39 0.12 0.00
C -2.1974 -5.3779 1.2259 0.11 -0.45 -0.09 -0.01
C -1.9186 -3.1283 2.2514 0.17 -0.85 1.29 -0.62
C 1.2193 1.8116 -2.8577 0.62 2.59 -3.01 -0.07
C -1.4623 -3.7397 4.3841 -0.55 0.63 -1.23 0.05
H -1.2552 -3.6398 5.4240 0.15 0.25 0.41 0.15
H -0.5144 -1.0482 4.2673 0.34 -0.26 0.13 0.11
H -2.2085 -1.0862 4.7274 -0.24 0.12 0.24 0.12
H -1.7340 -0.6459 3.0960 -0.25 0.20 -0.40 0.06
H -1.3281 -5.3347 0.5452 -0.44 -0.13 0.38 0.11
H -1.5998 -5.9287 3.9029 -0.08 0.11 0.23 0.15
H -3.0993 -5.0653 0.6847 0.27 -0.19 0.26 0.10
H -2.3219 -6.3833 1.6424 0.01 0.19 -0.37 0.11
H -1.4418 2.5006 -0.6378 0.23 -0.22 0.63 0.14
```
Forces are in eV/Å.

Values from the calculation:
net charge = +2
Kohn-Sham gap (alpha / beta) = 0.304 / 0.196 Eh
highest occupied orbital energy (alpha / beta) = -15.9 / -14.9 eV
LUMO energy (alpha / beta) = -7.603 / -9.560 eV
energy above the lowest of the compared OMol25 structures with the same formula, charge and spin = 0.0 kJ/mol
calculated total energy = -93753.03303 eV


2.
C5H13NO2 | ωB97M-V with the def2-TZVPD basis set

```
21
Properties=species:S:1:pos:R:3:forces:R:3:lowdin_charge:R:1
O -1.4827 0.5011 2.1453 -2.17 -1.36 -0.16 -0.14
O -0.4741 -1.7453 1.2275 0.00 -1.46 0.13 -0.01
N 0.2334 -0.1716 -0.0784 1.07 1.43 -1.16 0.07
C -0.1869 2.7795 -0.4763 -1.09 -1.36 0.40 -0.10
C 0.7539 -2.6387 -0.6077 0.30 -0.50 -0.07 0.00
C 0.2690 1.7651 -1.6088 -0.96 0.27 -1.13 -0.25
C 0.1628 -1.4916 0.2004 -0.54 0.77 0.78 -0.50
C 1.0562 0.5970 -1.0783 1.58 -0.19 2.70 -0.21
H 0.8412 2.4081 -2.3331 -0.32 -1.06 0.40 0.11
H -1.0985 3.3712 -0.8575 1.35 -0.95 1.06 0.09
H -1.2452 -0.4737 1.9852 0.10 1.16 0.17 0.01
H -0.0709 -3.2163 -1.0958 0.50 0.34 0.84 0.10
H -0.1608 0.4486 0.6716 0.20 -1.23 -0.96 0.10
H -0.3411 2.2130 0.5178 -0.76 1.01 -1.65 0.06
H -0.5630 1.1963 -2.2046 0.83 1.78 1.13 0.14
H 1.5221 -0.0791 -1.7734 -0.46 -0.25 -0.78 0.09
H 1.3444 -3.3027 0.1181 -1.00 0.94 -1.17 0.11
H -2.4889 0.4463 2.0728 2.02 0.46 0.17 0.08
H 1.9728 0.9645 -0.5167 -0.92 -0.11 -0.37 0.13
H 1.3830 -2.3484 -1.4602 0.08 0.17 0.48 0.06
H 0.5969 3.4585 -0.1336 0.19 0.16 -0.82 0.06
```
Forces are in eV/Å.

Values from the calculation:
net charge = 0
Kohn-Sham gap = 0.383 Eh
highest occupied orbital energy = -9.6 eV
LUMO energy = 0.863 eV
energy above the lowest of the compared OMol25 structures with the same formula, charge and spin = 120.0 kJ/mol
calculated total energy = -10980.63540 eV
structure (SMILES) = CCCNC(C)=O.O


3.
BF4H16O8 | ωB97M-V with the def2-TZVPD basis set

```
29
Properties=species:S:1:pos:R:3:forces:R:3:lowdin_charge:R:1
F -0.2958 -1.8127 -1.3310 -1.53 -1.97 -1.39 0.15
F 1.4204 -1.6749 0.0239 1.56 -0.56 1.18 0.15
F 1.4184 -0.6225 -1.9819 0.87 0.91 -0.74 0.16
F -0.0588 0.0001 -0.2480 0.50 1.91 0.31 0.15
O 0.1552 1.7349 1.7512 0.61 1.66 -0.32 -0.06
O -1.7713 0.4852 -3.1305 0.13 0.86 0.93 -0.09
O 2.7212 -0.3658 2.0271 1.02 -0.02 1.97 -0.07
O -1.4422 2.3588 -0.8751 -0.30 0.98 0.44 -0.05
O -2.1274 0.3823 1.6361 -0.82 1.02 0.13 -0.07
O -0.1032 -2.3920 2.6203 -0.57 0.39 0.35 -0.01
O -2.8921 -1.5387 -0.5396 -1.43 -0.21 -0.63 -0.09
O 3.2642 1.2876 -2.0887 0.26 -0.28 -0.26 -0.08
B 0.6752 -0.9727 -0.8859 -1.08 -0.71 0.04 -1.39
H -1.1224 -0.2203 -3.0054 -0.06 0.21 0.21 0.01
H -0.3100 2.5806 1.8913 0.26 -0.51 0.20 0.06
H -3.4850 -1.5143 -1.3278 1.20 0.12 0.81 0.04
H 4.1803 1.0886 -1.8570 -0.32 -0.08 -0.06 0.02
H -1.6597 1.1123 -2.3560 -0.16 -1.13 -1.24 0.02
H -2.4899 1.2436 1.3580 -0.28 -0.78 0.06 0.02
H 0.2432 -2.9690 3.2741 -0.11 -0.68 1.85 0.01
H 0.8696 1.9958 1.1324 -0.33 -0.64 0.43 0.08
H -1.6898 2.9406 -0.1409 -0.19 0.01 -0.58 0.04
H -1.1918 0.5965 1.5892 0.51 -0.55 0.11 -0.04
H 2.8657 -0.9995 2.7772 -0.46 0.84 -1.43 0.05
H -0.9223 1.7058 -0.4103 0.53 -1.00 0.04 -0.01
H 0.5000 -2.6759 1.9624 0.66 0.31 -2.22 0.00
H 2.3987 -0.8439 1.2697 -0.47 -0.66 -0.43 -0.02
H 2.8377 0.4336 -2.3170 0.18 0.63 0.44 0.02
H -1.9881 -1.3442 -0.8179 -0.16 -0.07 -0.20 -0.02
```
Forces are in eV/Å.

Values from the calculation:
net charge = -1
Kohn-Sham gap = 0.350 Eh
highest occupied orbital energy = -6.7 eV
LUMO energy = 2.804 eV
energy above the lowest of the compared OMol25 structures with the same formula, charge and spin = 164.2 kJ/mol
calculated total energy = -28194.70627 eV


4.
C2H7O | ωB97M-V with the def2-TZVPD basis set

```
10
Properties=species:S:1:pos:R:3:forces:R:3:lowdin_charge:R:1
O 2.0115 -1.8957 0.0187 -0.01 -0.15 0.18 -0.66
C -0.7455 -0.1554 -0.2879 0.22 -0.01 -0.33 -0.19
C -0.4075 1.2725 0.1344 0.28 0.16 0.28 -0.20
H 0.5566 1.6137 -0.2514 0.01 -0.30 -0.26 0.06
H 0.0681 -0.8662 -0.1069 0.49 0.23 0.03 0.01
H -1.1345 2.0400 -0.1900 0.00 -0.41 0.29 0.05
H -0.2633 1.3125 1.2132 -0.28 0.20 0.19 0.05
H -1.5859 -0.5916 0.2729 -0.20 0.44 -0.42 0.05
H -0.9024 -0.1400 -1.3750 -0.40 -0.36 0.22 0.05
H 2.4029 -2.5896 0.5720 -0.12 0.21 -0.17 -0.23
```
Forces are in eV/Å.

Values from the calculation:
net charge = -1
Kohn-Sham gap = 0.241 Eh
highest occupied orbital energy = -2.1 eV
LUMO energy = 4.400 eV
energy above the lowest of the compared OMol25 structures with the same formula, charge and spin = 5.9 kJ/mol
calculated total energy = -4234.23748 eV


5.
C4H6HgO5 | ωB97M-V with the def2-TZVPD basis set

```
16
Properties=species:S:1:pos:R:3:forces:R:3:lowdin_charge:R:1
Hg 3.8307 1.6867 -0.5557 1.36 1.15 0.01 1.09
O 0.8954 -1.3713 -1.2203 2.72 1.19 -0.54 0.13
O 2.9511 -1.6968 -0.5464 1.29 0.13 -0.43 0.19
O 2.1474 0.3904 -0.6281 -3.42 2.52 0.97 -0.23
O -1.5387 0.8677 1.1812 1.26 0.45 0.67 -0.08
O -2.7169 0.2669 2.7945 0.36 -0.02 0.25 0.08
C -2.6512 0.2231 1.4897 -0.26 -0.74 -0.35 -0.14
C -1.2356 -0.2438 -0.9284 -0.83 2.28 0.98 0.08
C 1.9831 -0.9014 -0.9326 -4.05 -3.78 0.95 -0.65
C -1.0644 0.8542 -0.1220 -1.91 -1.03 -1.36 -0.23
H -1.2282 -0.0429 -2.0007 0.46 -0.49 0.31 0.10
H 1.1474 0.8268 -0.3157 1.94 -1.62 -1.19 0.22
H 3.7354 -1.2305 -0.2278 0.05 -0.20 0.06 0.11
H -3.4072 -0.3351 3.0971 -0.30 0.24 -0.16 0.11
H -1.6987 -1.1456 -0.5264 0.63 0.03 -0.20 0.09
H -1.1496 1.8517 -0.5586 0.70 -0.10 0.05 0.13
```
Forces are in eV/Å.

Values from the calculation:
multiplicity = 2
net charge = +1
Kohn-Sham gap (alpha / beta) = 0.267 / 0.128 Eh
highest occupied orbital energy (alpha / beta) = -11.9 / -11.9 eV
LUMO energy (alpha / beta) = -4.603 / -8.379 eV
calculated total energy = -18644.67850 eV


6.
C4H8O2 | ωB97M-V with the def2-TZVPD basis set

```
14
Properties=species:S:1:pos:R:3:forces:R:3:lowdin_charge:R:1
O 0.3444 -2.0106 0.1631 -0.53 0.04 0.34 -0.01
O -0.1757 -0.2603 1.3529 0.71 0.62 0.10 -0.12
C 0.9201 0.2146 -0.6902 0.05 0.03 -0.03 -0.12
C -0.5630 0.5623 -0.8337 -0.03 0.05 -0.04 -0.16
C 0.8865 -0.7658 0.4714 -0.32 0.79 0.49 -0.39
C -0.9966 0.6650 0.6271 0.02 0.34 -0.07 -0.19
H 1.8190 -0.8375 1.0504 -0.27 0.00 -0.13 0.15
H 1.5095 1.0910 -0.3936 -0.11 -0.08 -0.07 0.12
H -0.7470 1.4871 -1.3865 0.03 -0.14 0.07 0.11
H -0.7798 1.6515 1.0430 -0.16 0.15 -0.16 0.12
H -1.0810 -0.2621 -1.3375 0.06 0.20 0.09 0.12
H 1.3577 -0.2050 -1.5988 -0.04 -0.08 0.19 0.12
H -2.0621 0.4440 0.7835 0.37 -0.08 0.06 0.12
H -0.4321 -1.7742 0.7491 0.23 -1.84 -0.84 0.11
```
Forces are in eV/Å.

Values from the calculation:
net charge = 0
Kohn-Sham gap = 0.415 Eh
highest occupied orbital energy = -10.3 eV
LUMO energy = 0.998 eV
energy above the lowest of the compared OMol25 structures with the same formula, charge and spin = 132.7 kJ/mol
calculated total energy = -8371.90611 eV
structure (SMILES) = O[C@H]1CCCO1


7.
C2H6O3 | ωB97M-V with the def2-TZVPD basis set

```
11
Properties=species:S:1:pos:R:3:forces:R:3:lowdin_charge:R:1
O 1.0852 -0.5121 -0.7800 -0.66 -0.60 0.34 -0.15
O -1.6620 0.5302 -0.2731 -0.29 1.06 -0.64 0.03
O -0.2275 2.0782 0.4165 -0.33 0.62 0.02 0.06
C 0.7846 -1.4136 0.3306 2.12 0.01 -0.76 -0.11
C -1.3472 1.8090 0.0797 1.00 -0.79 0.02 -0.36
H -2.1477 2.5510 -0.0147 -0.28 -0.34 0.19 0.14
H 0.0985 -0.8770 0.9711 -0.44 -0.54 0.10 0.07
H 2.0161 -0.3040 -0.8711 0.02 -0.09 0.30 0.08
H 1.6883 -1.6876 0.9074 -0.20 0.68 -0.07 0.08
H -0.8255 0.2207 -0.6781 0.02 -0.39 0.36 0.07
H 0.5373 -2.3947 -0.0883 -0.98 0.39 0.14 0.08
```
Forces are in eV/Å.

Values from the calculation:
net charge = 0
Kohn-Sham gap = 0.419 Eh
highest occupied orbital energy = -10.6 eV
LUMO energy = 0.830 eV
energy above the lowest of the compared OMol25 structures with the same formula, charge and spin = 142.9 kJ/mol
calculated total energy = -8313.02711 eV
structure (SMILES) = O=CO.CO


8.
C13H9N | ωB97M-V with the def2-TZVPD basis set

```
23
Properties=species:S:1:pos:R:3:forces:R:3:lowdin_charge:R:1
N 3.2573 -4.4254 -0.9976 1.14 -1.21 -0.46 0.17
C -2.1799 0.8264 0.3865 -0.84 0.24 0.32 -0.08
C -1.6500 -1.2871 -1.2271 0.59 6.75 3.64 0.04
C 0.5496 -2.3042 -0.9269 -0.01 0.18 -0.21 0.02
C -1.6310 3.4278 1.1691 -3.77 -2.26 2.51 -0.06
C -1.2416 2.0763 0.6829 -0.09 -5.27 -3.57 -0.20
C -0.0783 1.5229 0.1788 -0.49 1.06 1.62 -0.01
C 0.3399 0.0645 -0.1374 0.85 1.45 -0.15 -0.14
C -0.1920 -1.1232 -0.7118 -1.15 -2.46 -1.29 -0.17
C 1.9172 -2.2981 -0.6349 -0.53 0.34 -0.31 -0.25
C -2.0547 -0.0896 -0.5768 -1.50 -2.38 -1.27 -0.01
C 2.4328 -1.1883 -0.0180 -0.17 1.80 1.48 -0.03
C 2.7863 -3.3923 -0.9224 -1.43 0.21 0.70 -0.18
C 1.6709 -0.0066 0.2038 2.15 -1.92 0.72 -0.04
H 0.0165 -3.2088 -1.3342 0.83 1.17 0.35 0.14
H -2.8581 0.4995 1.1798 0.11 0.11 0.07 0.11
H -1.7596 3.4186 2.3249 0.90 0.04 -1.68 0.11
H -2.0242 -1.8328 -2.0921 0.22 0.40 0.32 0.10
H 0.8357 2.0793 0.3687 -0.06 0.37 -0.51 0.09
H 3.3560 -1.2750 0.5410 0.45 0.15 -0.66 0.12
H 2.1801 0.8101 0.7693 -0.53 -0.79 -0.71 0.12
H -2.7633 3.6222 0.9421 2.35 0.05 -0.44 0.12
H -0.9096 4.0839 0.8322 0.99 1.99 -0.49 0.04
```
Forces are in eV/Å.

Values from the calculation:
net charge = 0
Kohn-Sham gap = 0.302 Eh
highest occupied orbital energy = -8.4 eV
LUMO energy = -0.157 eV
energy above the lowest of the compared OMol25 structures with the same formula, charge and spin = 350.8 kJ/mol
calculated total energy = -15110.94000 eV


What did the fourth record say?
C2H7O | ωB97M-V with the def2-TZVPD basis set

```
10
Properties=species:S:1:pos:R:3:forces:R:3:lowdin_charge:R:1
O 2.0115 -1.8957 0.0187 -0.01 -0.15 0.18 -0.66
C -0.7455 -0.1554 -0.2879 0.22 -0.01 -0.33 -0.19
C -0.4075 1.2725 0.1344 0.28 0.16 0.28 -0.20
H 0.5566 1.6137 -0.2514 0.01 -0.30 -0.26 0.06
H 0.0681 -0.8662 -0.1069 0.49 0.23 0.03 0.01
H -1.1345 2.0400 -0.1900 0.00 -0.41 0.29 0.05
H -0.2633 1.3125 1.2132 -0.28 0.20 0.19 0.05
H -1.5859 -0.5916 0.2729 -0.20 0.44 -0.42 0.05
H -0.9024 -0.1400 -1.3750 -0.40 -0.36 0.22 0.05
H 2.4029 -2.5896 0.5720 -0.12 0.21 -0.17 -0.23
```
Forces are in eV/Å.

Values from the calculation:
net charge = -1
Kohn-Sham gap = 0.241 Eh
highest occupied orbital energy = -2.1 eV
LUMO energy = 4.400 eV
energy above the lowest of the compared OMol25 structures with the same formula, charge and spin = 5.9 kJ/mol
calculated total energy = -4234.23748 eV


- Number 1 is which compound?
  C10H9N2O5SeTl